Record 1
A molecular structure, C19H18Br2FNaO8P2S, computed with the ωB97M-V functional and the def2-TZVPD basis.

Atoms and positions in Å:
H (-0.92, 0.28, -5.17)
C (-0.85, -5.27, -0.51)
H (-1.87, -1.90, 1.10)
C (-0.41, -2.97, -0.02)
H (-2.04, 1.14, -3.14)
C (-1.11, 0.92, 3.34)
C (-2.46, -3.96, 0.72)
Na (1.11, 1.39, 1.14)
O (2.22, 1.09, 2.95)
C (-0.62, -0.08, -4.19)
Br (-1.25, 2.11, 4.87)
O (3.32, -0.77, 1.70)
O (2.60, 0.69, -0.24)
O (1.83, -1.35, 3.72)
H (-0.62, 4.05, -2.94)
C (0.83, -1.42, -2.83)
H (0.96, -4.25, -1.06)
C (-2.08, -5.16, 0.14)
H (0.55, 2.56, -1.37)
Br (-2.82, 0.04, 3.00)
C (-1.26, 0.40, -3.06)
H (-0.55, -6.21, -0.94)
H (-3.22, 5.34, 0.18)
O (4.94, -0.45, -0.23)
C (-2.39, 4.72, -0.14)
C (-1.62, -2.85, 0.64)
C (-1.98, 4.76, -1.45)
F (-2.63, 5.58, -2.34)
O (4.43, 1.47, 1.35)
H (0.96, -1.32, -4.97)
C (0.43, -0.98, -4.08)
C (-1.71, 3.88, 0.74)
C (-0.92, 3.99, -1.90)
C (-0.87, -0.05, -1.80)
H (-1.32, 0.35, -0.90)
P (2.72, -0.32, 3.15)
H (1.69, -2.08, -2.72)
H (3.74, 1.75, 1.99)
H (4.74, 0.27, 3.58)
H (-2.73, -6.02, 0.21)
P (3.83, 0.22, 0.48)
C (-0.63, 3.05, 0.38)
C (0.16, -0.96, -1.71)
S (0.68, -1.53, -0.09)
O (4.08, -0.27, 4.04)
H (-0.37, 0.16, 3.58)
C (-0.01, -4.17, -0.58)
O (0.07, -0.56, 0.88)
H (-3.40, -3.87, 1.24)
H (-0.89, 1.54, 2.48)
H (-2.06, 3.87, 1.77)
C (-0.28, 3.16, -0.98)

Results
**ΔE to the lowest compared entry with this formula, charge and spin**: 2.0 kcal/mol
**HOMO energy**: -0.0680 Ha
**Charge**: -2

Record 2
A molecular structure, C35H32F5N8O10 in a non-equilibrium geometry, computed with the ωB97M-V functional and the def2-TZVPD basis.

Atoms and positions in Å:
N (9.17, -5.56, -0.99)
H (1.45, -4.37, -5.05)
H (-0.58, -2.22, -1.87)
H (6.65, -5.74, 0.02)
C (-7.28, -0.50, 4.96)
C (-1.25, -2.31, -5.20)
C (4.40, 4.74, -2.04)
F (-2.93, 1.18, 2.77)
H (4.37, 6.81, -1.47)
H (-8.66, 1.16, 5.26)
C (0.66, -3.70, -4.70)
C (0.22, -2.11, 1.42)
H (-2.94, 2.90, -0.92)
H (-4.03, -0.18, 4.02)
N (-8.28, -1.53, 5.28)
H (-0.40, -2.44, 2.36)
C (6.70, -5.76, -1.07)
C (-5.41, 1.45, 4.31)
H (8.90, -5.68, -3.69)
H (-6.98, 2.88, 4.68)
O (2.87, 0.99, -1.17)
H (2.68, 6.49, 0.32)
H (1.76, 4.24, 0.77)
C (2.09, -0.58, 1.74)
C (-0.48, -2.49, -2.92)
C (2.50, 4.37, -0.02)
C (3.89, 3.46, -1.80)
H (-2.66, 4.59, -2.71)
H (5.13, 4.89, -2.83)
C (-3.28, 3.92, -0.76)
H (-2.16, -1.29, -3.53)
N (1.46, -3.94, -2.37)
O (-4.99, 5.11, 2.82)
C (7.96, -5.73, -3.15)
H (1.71, -2.37, 2.73)
C (-2.19, -0.11, 2.46)
C (-6.71, 1.83, 4.67)
C (-4.16, 6.55, -0.36)
N (-4.91, 5.98, 1.94)
N (1.73, -2.05, 1.72)
F (-2.41, -0.27, -0.11)
C (3.96, 5.82, -1.28)
H (-4.68, 2.22, 4.05)
C (-5.98, -0.88, 4.62)
H (0.70, 0.73, 2.29)
H (0.31, -0.78, -0.35)
C (-5.04, 0.11, 4.29)
C (-3.87, 4.27, 0.46)
N (0.95, 0.36, 1.34)
C (-1.37, -1.97, -3.86)
F (-3.19, -1.21, 2.31)
O (2.36, -4.69, -2.79)
C (7.92, -5.69, -1.75)
H (4.56, -5.91, -1.27)
C (2.95, 3.28, -0.78)
H (-0.15, -3.43, -6.68)
H (-0.09, -2.88, 0.58)
C (-0.06, -0.63, 0.77)
C (5.54, -5.90, -3.19)
H (-5.68, -1.92, 4.59)
O (-5.29, 7.15, 2.06)
H (-3.98, 3.52, 1.24)
C (-7.65, 0.85, 4.99)
H (-1.95, -1.90, -5.93)
C (-0.24, -3.17, -5.63)
O (-7.91, -2.72, 5.26)
C (3.01, 5.64, -0.27)
C (-1.50, 0.12, 0.99)
O (10.23, -5.46, -1.63)
N (2.43, 1.93, -0.50)
C (5.51, -5.86, -1.79)
H (4.61, -5.97, -3.75)
C (-4.31, 5.59, 0.65)
O (-9.43, -1.16, 5.55)
H (4.05, 0.29, 1.42)
H (-4.50, 7.57, -0.23)
C (6.76, -5.83, -3.87)
H (3.27, 0.52, 3.04)
O (9.10, -5.55, 0.24)
C (0.54, -3.36, -3.35)
F (-1.25, -0.31, 3.58)
F (-1.24, 1.60, 0.82)
N (3.24, 0.10, 2.07)
O (1.30, -3.64, -1.17)
O (1.58, 1.82, 0.40)
C (-3.57, 6.18, -1.57)
C (-3.13, 4.87, -1.76)
H (6.78, -5.86, -4.95)
H (4.24, 2.63, -2.40)
H (-3.44, 6.92, -2.36)

Results
**HOMO energy**: -0.4227 Ha
**Charge**: +1

Record 3
A molecular structure, C35H61BF4IrN9O3SSi, computed with the ωB97M-V functional and the def2-TZVPD basis.

Atoms and positions in Å:
H (-1.72, -0.43, -2.35)
C (-3.29, 1.06, 3.60)
H (-1.89, 2.50, -3.96)
N (4.19, -1.55, 0.09)
C (-2.37, 1.79, 4.56)
C (-3.76, -6.44, 0.23)
H (-0.28, 1.96, -5.74)
Ir (0.12, 0.02, 0.03)
N (2.21, -0.11, -0.09)
H (-3.86, 5.78, 1.74)
H (-3.02, -0.89, 4.48)
C (-2.69, -0.77, -1.99)
H (-2.96, 2.01, -1.92)
F (1.56, -2.51, -3.12)
C (-2.62, 4.52, 0.51)
H (-0.53, 4.92, 0.17)
N (0.05, 1.39, -1.46)
H (-1.89, -0.53, 3.17)
H (-1.51, 4.22, -4.10)
O (-2.09, 0.48, 0.04)
C (0.61, 3.92, -5.91)
H (-5.01, 2.29, 4.01)
H (2.37, 1.25, -1.70)
C (-3.67, 4.72, 1.60)
H (5.65, -1.27, -1.39)
N (0.16, -3.21, 3.84)
H (0.99, 3.74, -6.91)
H (2.22, -0.47, -2.18)
C (-0.17, -3.64, 2.64)
C (2.92, 0.86, 0.83)
C (0.01, 2.17, -2.31)
H (-2.37, 4.89, -1.59)
C (-3.77, 1.41, -1.51)
H (-4.45, 1.13, -2.32)
H (0.28, 4.96, -5.87)
H (2.09, 2.67, -4.95)
C (2.76, -1.50, 0.22)
N (4.13, 0.15, -1.61)
H (-3.34, 4.30, 2.55)
H (-1.38, -4.56, -1.29)
S (-0.05, 1.71, 1.61)
N (0.17, -1.39, 1.60)
H (-3.56, -3.79, 2.32)
H (-0.69, -5.34, 1.62)
H (2.55, 4.37, -5.05)
C (-3.23, 0.13, -0.89)
H (-4.06, 4.73, -1.09)
H (-1.39, 3.19, -6.33)
B (0.48, -2.74, -2.30)
H (5.88, -0.63, 0.91)
H (0.86, -1.55, 4.88)
O (-3.16, 1.67, 2.30)
C (0.57, -1.06, 2.82)
H (-5.17, -0.73, -0.75)
H (-4.78, -5.91, 2.03)
C (-2.80, -6.06, -0.70)
C (-0.25, -2.78, 1.40)
H (-2.61, -1.81, -1.70)
H (-4.66, 0.07, 0.74)
H (-3.17, 6.21, -0.71)
H (-4.00, -1.52, 0.30)
H (-2.59, -6.69, -1.55)
C (-1.11, 3.21, -4.21)
C (-4.74, 1.24, 3.99)
H (-0.93, 4.66, 1.86)
N (4.35, 0.78, 0.71)
C (-3.34, -4.42, 1.46)
C (-2.92, -0.41, 3.51)
N (-0.01, 3.07, -3.24)
H (-3.38, -0.73, -2.83)
H (5.82, 1.04, -0.76)
C (-3.09, 5.13, -0.80)
H (-4.61, 4.23, 1.32)
C (0.55, -1.92, 3.91)
Si (-2.09, 1.80, 1.11)
C (-2.38, -4.04, 0.54)
H (-1.33, 1.74, 4.22)
H (2.49, -1.74, 1.24)
H (-2.24, -2.03, 1.26)
H (-0.29, -5.52, 3.31)
H (2.57, 1.86, 0.59)
C (2.69, 0.23, -1.50)
C (1.71, 3.69, -4.87)
H (-2.42, 1.34, 5.55)
C (-2.11, -4.86, -0.55)
C (4.56, -1.20, -1.29)
C (1.18, 3.92, -3.47)
F (0.23, -1.40, -1.63)
H (-1.43, -2.33, -0.27)
C (-4.32, -0.55, -0.09)
H (2.29, -2.20, -0.47)
H (-4.92, 0.82, 4.99)
C (-4.03, -5.62, 1.31)
H (-1.38, 6.18, 1.08)
H (2.64, 0.62, 1.86)
H (-5.40, 0.72, 3.29)
C (-1.28, 5.10, 0.93)
F (-0.68, -3.06, -2.94)
H (1.92, 3.68, -2.70)
H (4.41, 2.11, -0.91)
C (-0.58, 3.00, -5.62)
H (0.87, 4.96, -3.33)
H (-4.29, -7.37, 0.10)
H (0.45, -3.24, 0.69)
N (-0.38, -4.94, 2.50)
C (4.73, 1.09, -0.67)
H (-4.32, 2.01, -0.80)
C (4.79, -0.59, 1.00)
C (-1.63, -2.75, 0.71)
F (0.79, -3.63, -1.27)
H (-2.66, 2.84, 4.65)
H (0.90, -0.05, 2.98)
H (4.52, -0.84, 2.03)
O (-2.46, 3.11, 0.24)
H (4.09, -1.91, -1.98)
H (-3.58, -0.92, 2.81)

Results
**ΔE to the lowest compared entry with this formula, charge and spin**: 0.0 kcal/mol
**Multiplicity**: 2
**HOMO energy (spin up / spin down)**: -0.3642 / -0.4048 Ha
**Charge**: +1

What total energy values result from the calculations? In sequence: -7828.21194; -3041.70474; -3305.38576 hartree.